Record 1
The following is a DFT calculation (ωB97M-V/def2-TZVPD) of C41H62BN7S3SiSn as an isolated structure.

XYZ file:
```
116
Properties=species:S:1:pos:R:3:forces:R:3:mulliken_charge:R:1
Sn -0.112636 -0.409263 0.140618 0.310 0.067 0.235 1.8245
C 1.704010 -2.530337 -1.928712 0.111 0.119 0.084 -0.9629
C 2.595307 -1.391542 -2.424031 -0.276 0.069 0.017 0.2302
C 1.932832 -0.624594 -3.579042 0.129 -0.032 0.019 -1.0688
C 3.004906 -0.443003 -1.329714 0.220 0.018 -0.126 -0.2200
C 4.245092 0.187872 -1.246421 -0.034 -0.008 0.013 -1.4454
C 4.191223 1.013037 -0.135672 0.041 -0.243 -0.202 0.4106
C 5.308283 2.003865 0.130242 -0.205 0.222 0.123 0.2975
C 5.110919 3.201126 -0.815605 0.036 -0.016 0.049 -1.4952
C 5.577096 2.509720 1.546807 -0.017 -0.098 -0.121 -1.5574
N 2.974659 0.840569 0.435400 0.070 0.115 0.047 0.2563
N 2.240005 -0.041515 -0.318219 -0.276 0.042 0.017 0.6692
B 2.424653 1.427088 1.772478 -0.111 -0.019 0.028 0.7926
N 1.994932 0.304061 2.747504 0.210 0.035 -0.079 0.4464
N 1.232958 -0.696138 2.244327 -0.039 0.053 0.101 -0.2711
C 1.004410 -1.571100 3.214220 -0.030 0.090 0.056 -0.3668
C 1.637324 -1.129786 4.384668 0.038 -0.119 -0.070 -0.8253
C 2.262803 0.061472 4.053290 -0.163 -0.191 0.160 0.2202
C 2.936386 0.943254 5.075038 -0.023 0.224 -0.154 0.1918
C 1.943548 2.009313 5.555607 0.073 -0.059 -0.015 -1.3278
C 4.272913 1.578680 4.688578 -0.038 -0.109 0.031 -1.5701
C 0.139403 -2.781202 2.989705 -0.022 0.092 0.168 1.1174
C 0.731500 -4.016271 3.666105 0.019 0.013 -0.075 -1.7687
C -1.285043 -2.510426 3.488794 0.075 0.002 -0.011 -1.1394
N 1.216404 2.351558 1.430769 0.045 -0.040 -0.002 0.7919
N 0.172757 1.893737 0.677838 -0.035 -0.024 -0.140 0.0255
C -0.603414 2.943830 0.384990 0.030 -0.019 0.114 -0.6164
C -0.062998 4.091148 0.966618 -0.026 -0.009 -0.039 -0.7015
C 1.087506 3.679010 1.619239 -0.128 0.034 -0.026 -0.0717
C 2.008669 4.556301 2.423892 -0.058 0.048 0.003 1.9876
C 2.643492 5.628502 1.532701 0.036 -0.080 0.031 -1.3944
C 1.236058 5.217375 3.572390 0.053 -0.046 -0.035 -1.7189
C -1.835012 2.856841 -0.467683 0.102 0.084 -0.004 2.5457
C -1.525126 3.378735 -1.876421 0.006 -0.056 0.032 -1.5522
C -2.985071 3.646964 0.160792 0.029 -0.063 0.036 -1.7700
H 1.543937 -3.265642 -2.718445 -0.041 0.029 -0.007 0.4990
H 2.140022 -3.033894 -1.063246 -0.017 0.008 -0.012 0.3770
H 0.717884 -2.148039 -1.646859 0.061 -0.093 -0.086 -0.6600
H 3.525729 -1.818488 -2.803567 0.047 -0.082 0.046 0.3997
H 1.052682 -0.085106 -3.226796 0.041 -0.020 -0.039 -0.0269
H 2.631665 0.095781 -4.008668 -0.011 -0.003 -0.006 0.4664
H 1.614411 -1.314271 -4.364907 0.046 0.017 0.034 0.4064
H 5.078028 0.072261 -1.924472 -0.062 0.019 0.052 0.5183
H 6.208201 1.477517 -0.191690 0.035 -0.053 -0.031 0.5796
H 4.154658 3.686649 -0.608208 0.019 -0.001 -0.008 0.1750
H 5.908435 3.935609 -0.671345 -0.050 -0.042 -0.020 0.4275
H 5.106463 2.888002 -1.859794 -0.005 0.007 0.025 0.4004
H 4.834421 3.247064 1.854954 0.068 -0.028 0.016 0.1435
H 5.589414 1.699082 2.272821 0.006 0.051 -0.015 0.1806
H 6.553518 2.998045 1.559162 -0.008 -0.006 0.002 0.5719
H 3.267022 2.070448 2.291364 -0.097 0.009 -0.091 -1.0385
H 1.654381 -1.611777 5.350460 0.013 0.041 -0.051 0.4220
H 3.137768 0.276426 5.914245 -0.028 -0.080 0.036 0.5871
H 1.642826 2.637994 4.715279 0.026 0.000 0.055 0.0400
H 1.047891 1.545605 5.970500 -0.010 0.024 -0.019 0.3952
H 2.396230 2.640807 6.324132 -0.019 0.014 -0.046 0.4202
H 4.135694 2.467145 4.072911 0.039 -0.049 0.024 0.1502
H 4.806024 1.878877 5.593335 -0.023 0.010 -0.025 0.5457
H 4.900194 0.871053 4.144435 0.003 0.041 0.031 0.3109
H 0.095239 -2.957810 1.912707 0.010 -0.018 -0.075 -0.1762
H 0.705232 -3.906842 4.752862 0.014 -0.026 -0.010 0.2846
H 0.158941 -4.906994 3.400267 0.001 0.028 0.047 0.4638
H 1.768715 -4.170954 3.364177 -0.019 -0.018 0.015 0.4040
H -1.272685 -2.275910 4.556709 -0.001 -0.033 -0.018 0.3196
H -1.725368 -1.667314 2.955411 -0.018 -0.062 -0.003 0.0229
H -1.924960 -3.382143 3.330212 0.024 0.056 -0.005 0.4550
H -0.456210 5.094952 0.918275 0.010 -0.077 0.009 0.5167
H 2.803026 3.944174 2.850360 -0.018 -0.039 -0.007 -1.0037
H 1.879717 6.306275 1.145929 0.019 -0.010 -0.005 0.3687
H 3.367212 6.216283 2.101833 -0.040 0.000 -0.019 0.4276
H 3.157723 5.179524 0.683121 0.012 0.031 -0.003 0.1873
H 0.443981 5.858759 3.180793 0.026 0.005 0.013 0.3688
H 0.774689 4.472401 4.219759 -0.035 0.046 0.004 0.3770
H 1.907664 5.830768 4.177682 -0.031 -0.013 -0.029 0.4031
H -2.126779 1.806932 -0.549664 -0.063 -0.025 0.039 -1.2498
H -1.139953 4.400650 -1.824264 -0.055 -0.008 0.002 0.3946
H -0.782408 2.748498 -2.365126 -0.007 0.059 -0.012 0.3030
H -2.427749 3.371282 -2.491396 0.037 -0.008 0.018 0.3949
H -2.804997 4.721661 0.072292 -0.014 -0.031 0.020 0.3625
H -3.923446 3.417401 -0.347137 0.024 0.029 -0.005 0.4165
H -3.095812 3.409491 1.220914 -0.045 -0.009 -0.038 0.3664
C -5.258848 -1.603153 -3.500300 0.025 0.048 -0.038 -0.6464
Si -6.326431 -1.391841 -1.972549 0.024 -0.092 -0.055 0.0811
C -7.252998 -2.974587 -1.581139 -0.019 0.011 -0.019 -1.0659
C -7.562011 -0.010741 -2.259276 -0.044 0.032 0.025 -1.1623
C -5.286600 -0.887656 -0.468372 0.103 -0.048 -0.051 0.3531
C -5.614622 0.243802 0.275659 -0.052 0.023 -0.023 -0.2184
C -4.815237 0.659426 1.328954 0.009 0.104 -0.010 -1.1760
C -3.655793 -0.049858 1.582085 0.108 -0.072 -0.089 -0.1087
N -3.309859 -1.142664 0.903442 -0.073 -0.109 0.030 0.0956
C -4.121400 -1.558694 -0.059777 0.018 0.307 0.010 0.0450
S -3.783698 -3.132083 -0.824360 -0.043 -0.166 0.087 -0.1016
H -5.780116 -1.216208 -4.382856 0.029 -0.037 0.078 0.4745
H -5.031218 -2.657205 -3.674135 0.023 0.064 -0.002 0.2912
H -4.306190 -1.070663 -3.411549 -0.085 -0.029 0.014 -0.0189
H -7.877535 -3.272291 -2.429545 0.027 0.018 0.061 0.3408
H -7.898359 -2.854237 -0.706391 0.024 0.002 -0.057 0.3115
H -6.555424 -3.790018 -1.376509 -0.054 0.014 -0.019 0.3361
H -8.136031 -0.216493 -3.167770 0.034 0.007 0.056 0.3331
H -7.063602 0.953950 -2.393925 -0.036 -0.052 -0.011 0.3244
H -8.274431 0.081790 -1.434092 0.039 0.014 -0.050 0.3278
H -6.494843 0.823603 0.016373 0.031 -0.053 0.042 0.3805
H -5.072072 1.529368 1.919048 0.034 -0.010 -0.008 0.4731
H -2.966814 0.255710 2.366037 -0.044 0.043 -0.017 0.3415
S -1.377292 0.003685 -2.299987 -0.153 -0.001 0.079 -0.0666
C -1.470672 -1.448704 -3.286912 0.036 -0.172 -0.228 0.6129
C -1.414424 -1.257593 -4.680669 0.036 0.023 0.106 -0.7806
C -1.511359 -2.306147 -5.575272 -0.010 0.019 -0.030 -0.7554
C -1.666478 -3.609709 -5.118604 0.013 -0.008 -0.016 -0.7105
C -1.726910 -3.832136 -3.756621 -0.011 0.099 0.060 -0.7424
C -1.636375 -2.774435 -2.846201 -0.066 -0.003 -0.029 -0.2156
S -1.762121 -3.225394 -1.125907 0.027 0.234 -0.015 0.2139
H -1.289981 -0.243656 -5.041386 -0.001 -0.036 -0.008 0.4632
H -1.466851 -2.107006 -6.640010 0.007 0.014 0.040 0.4060
H -1.741633 -4.435474 -5.814516 -0.001 0.010 0.023 0.4203
H -1.861733 -4.834822 -3.369479 0.028 0.019 -0.008 0.4822
```
Forces are in eV/Å.

Output
Energy relative to the best compared isomer or geometry (same formula, charge and spin): 0.0 kJ/mol
Calculated total energy: -100851.2578 eV
Gap between HOMO and LUMO: 7.4467 eV
Spin multiplicity: 1
Lowest unoccupied orbital energy: 0.013 hartree
Net charge: 0


Record 2
The following is a DFT calculation (ωB97M-V/def2-TZVPD) of C8H5IO3 in the gas phase.

XYZ file:
```
17
Properties=species:S:1:pos:R:3:forces:R:3:mulliken_charge:R:1
C -0.605140 2.262474 -1.988065 0.183 0.103 0.024 -0.4203
C -1.205983 1.246467 -1.252639 0.963 -0.334 0.308 -0.6624
C 0.748517 2.166052 -1.738882 -0.513 -0.080 -0.030 -0.2459
C -0.164477 0.575271 -0.572207 -1.584 -0.003 -0.328 0.2790
C -0.164369 -0.434940 0.335379 3.845 -1.802 1.911 0.0645
C 1.667344 -1.503159 1.148499 -2.753 1.923 -2.089 -0.4072
C 0.877474 -2.286587 2.040740 0.120 -0.006 0.297 0.5693
C -1.085193 -1.384379 0.922628 -0.231 -0.132 -0.176 -0.1762
O 1.344843 -3.060958 2.847105 -0.107 0.088 -0.012 -0.5801
O 1.019651 1.180706 -0.902891 0.482 0.262 -0.051 -0.1884
O -0.476248 -2.277275 1.840920 -0.345 -0.177 0.203 -0.3298
I 3.254034 -0.323989 1.613331 -0.092 -0.087 0.177 0.1527
H -1.083204 2.979991 -2.623038 -0.048 0.167 -0.135 0.4388
H -2.247180 1.004576 -1.188842 -0.222 -0.092 0.016 0.4677
H 1.573150 2.746088 -2.107836 0.182 -0.008 -0.007 0.4522
H -1.893233 -0.879649 1.476425 0.111 0.033 -0.177 0.3224
H -1.559985 -2.010689 0.149371 0.010 0.145 0.069 0.2638
```
Forces are in eV/Å.

Output
Energy relative to the best compared isomer or geometry (same formula, charge and spin): 0.0 kJ/mol
Calculated total energy: -22613.6213 eV
Gap between HOMO and LUMO (alpha / beta): 6.0085 / 5.2061 eV
Spin multiplicity: 1
Lowest unoccupied orbital energy (alpha / beta): -0.064 / -0.077 hartree
Net charge: 0


Record 3
The following is a DFT calculation (ωB97M-V/def2-TZVPD) of a 2-piece molecular cluster, C9H17BrN3O3 overall.

XYZ file:
```
33
Properties=species:S:1:pos:R:3:forces:R:3:mulliken_charge:R:1
C 4.956331 1.164979 1.047564 -0.868 0.197 0.044 -1.0650
C 4.044071 2.386505 0.528921 -0.214 -0.856 0.365 -0.3818
C 2.655784 1.764842 0.109299 0.566 -0.715 0.399 -0.7134
N 1.520027 2.770559 0.061020 -1.459 -1.910 1.714 -0.2721
C 0.411366 2.156324 0.746112 -0.114 1.281 0.371 0.0432
N -0.187511 2.699877 1.889821 -0.823 -3.691 -2.284 -0.0848
C -1.204020 1.770211 2.250077 -1.055 -2.689 -1.129 -0.7217
C -1.265906 0.618767 1.335501 1.244 3.946 2.450 0.4456
C -2.216319 -0.610743 1.405423 -1.279 0.484 -0.704 -0.4275
C -2.031716 -1.652010 0.232624 1.712 -0.698 0.849 0.3924
O -1.091013 -2.396518 0.275942 -1.459 0.971 -0.415 -0.4224
Br -3.343373 -1.758470 -1.236454 0.594 0.381 0.956 -0.1266
N -0.213205 0.957504 0.431036 0.102 1.591 1.324 0.3270
O 0.158911 0.210363 -0.645726 0.532 -0.024 0.302 -0.3777
H 6.024094 1.258197 0.721386 -1.053 -0.089 0.495 0.3194
H 4.533829 0.172086 0.690253 0.671 1.198 0.187 0.2862
H 4.843859 1.145709 2.171217 0.531 -0.058 -1.205 0.2959
H 3.866622 3.063265 1.423144 0.220 -0.549 -1.176 0.3127
H 4.527781 2.967661 -0.300107 -0.576 -0.574 0.770 0.3473
H 2.379961 1.010853 0.920812 0.591 0.788 -0.812 0.3925
H 2.692082 1.172529 -0.851441 0.156 0.992 0.846 0.3467
H 1.770404 3.590027 0.627602 -0.006 -0.253 -0.533 0.3753
H 0.054980 3.572390 2.362995 -0.133 -0.535 -0.324 0.2501
H -1.880765 1.845550 3.136030 0.978 0.380 -0.994 0.3923
H -2.148733 -1.184092 2.379440 0.380 0.696 -1.175 0.3259
H -3.283354 -0.233665 1.344778 1.269 -0.204 0.101 0.3815
H 0.950993 -0.279130 -0.330109 -0.500 -0.037 -0.418 0.3885
C -4.242751 -4.987065 -3.937049 0.027 0.250 0.180 -0.4857
O -5.355824 -4.146107 -3.660120 -0.077 0.062 0.011 -0.4787
H -4.573832 -5.804191 -4.575718 -0.068 0.102 0.051 0.2384
H -3.466151 -4.417488 -4.454219 0.118 -0.182 -0.039 0.2381
H -3.845454 -5.396685 -3.004685 0.137 -0.133 -0.107 0.2351
H -5.041165 -3.432034 -3.095370 -0.144 -0.124 -0.100 0.2234
```
Forces are in eV/Å.

Output
Energy relative to the best compared isomer or geometry (same formula, charge and spin): 186.8 kJ/mol
Calculated total energy: -90253.7345 eV
Gap between HOMO and LUMO: 8.9164 eV
Spin multiplicity: 1
Lowest unoccupied orbital energy: -0.111 hartree
Net charge: +1